1.
{
  "formula": "C3H6N2OS2",
  "method": "wB97M-V/def2-TZVPD",
  "homo_lumo_gap_ev": 8.93,
  "e_tot_ha": -1098.9581,
  "spin_multiplicity": 1,
  "charge": 0,
  "elements": ["C", "C", "C", "H", "H", "H", "H", "H", "H", "N", "N", "O", "S", "S"],
  "xyz": [[-1.776, -0.332, -0.124], [1.583, -0.436, 0.328], [1.192, 0.968, -0.116], [-1.426, -2.034, 0.756], [1.788, -0.527, 1.432], [2.462, -0.680, -0.291], [1.384, 1.154, -1.150], [1.727, 1.713, 0.581], [-1.783, 1.476, -0.983], [-0.950, -1.324, 0.260], [-1.109, 0.762, -0.636], [-0.204, 1.322, 0.270], [-3.398, -0.378, 0.039], [0.511, -1.684, -0.365]],
  "forces_ev_per_angstrom": [[-0.134, 0.636, -0.072], [0.394, 0.154, -0.151], [-0.547, 1.456, 3.406], [-0.320, -0.798, 0.575], [-0.292, 0.026, -1.202], [0.294, 0.092, 0.691], [-0.137, 0.149, -0.661], [-0.373, -0.984, -1.404], [0.887, -0.598, 0.669], [-1.234, 0.247, 0.641], [-1.005, 0.679, -0.890], [1.541, -0.462, -0.833], [-0.499, -0.133, -0.108], [1.423, -0.465, -0.662]],
  "nbo_charge": [0.23, -0.60, -0.08, 0.42, 0.23, 0.24, 0.20, 0.20, 0.39, -0.78, -0.37, -0.38, -0.16, 0.46]
}

2.
{
  "formula": "C3H6N2OS2",
  "method": "wB97M-V/def2-TZVPD",
  "homo_lumo_gap_ev": 8.69,
  "e_tot_ha": -1099.0283,
  "spin_multiplicity": 1,
  "charge": 0,
  "elements": ["C", "C", "C", "H", "H", "H", "H", "H", "H", "N", "N", "O", "S", "S"],
  "xyz": [[2.762, -0.025, 0.581], [0.565, -0.478, -0.194], [-2.028, -0.242, -0.108], [3.252, -0.441, -0.363], [2.782, -0.795, 1.313], [3.282, 0.853, 1.007], [-0.575, 1.136, -0.256], [-2.569, 1.559, -1.137], [-3.793, 0.685, -0.367], [-0.661, 0.140, -0.186], [-2.806, 0.779, -0.531], [1.433, 0.442, 0.274], [0.977, -2.001, -0.623], [-2.622, -1.612, 0.588]],
  "forces_ev_per_angstrom": [[0.902, 0.812, -1.732], [0.169, -0.580, 0.622], [1.308, -0.206, 0.231], [-0.513, 0.786, 1.292], [-0.440, -0.740, 0.575], [-0.224, -0.390, -0.562], [0.250, 0.405, 0.220], [0.504, -0.559, 0.255], [-0.049, -0.225, 0.048], [-1.257, 0.093, -0.613], [-0.831, 0.464, -0.212], [0.388, -0.511, 0.192], [-0.537, 0.302, 0.063], [0.331, 0.348, -0.379]],
  "nbo_charge": [-0.27, 0.38, 0.26, 0.21, 0.20, 0.20, 0.40, 0.40, 0.41, -0.64, -0.80, -0.51, -0.11, -0.14]
}

3.
{
  "formula": "C3H6N2S",
  "method": "wB97M-V/def2-TZVPD",
  "homo_lumo_gap_ev": 8.99,
  "e_tot_ha": -625.6125,
  "spin_multiplicity": 1,
  "charge": 0,
  "elements": ["C", "C", "C", "H", "H", "H", "H", "H", "H", "N", "N", "S"],
  "xyz": [[-1.270, -0.078, -0.401], [0.649, 0.711, 0.619], [0.985, -0.539, -0.180], [-1.412, 1.283, 1.027], [1.047, 0.766, 1.660], [1.073, 1.609, 0.105], [1.253, -1.401, 0.461], [1.896, -0.504, -0.715], [-0.368, -1.644, -1.384], [-0.756, 0.800, 0.473], [-0.193, -0.769, -0.959], [-2.903, -0.236, -0.707]],
  "forces_ev_per_angstrom": [[0.088, -0.671, -0.610], [1.762, 1.832, -0.153], [0.622, -1.425, 1.554], [-0.351, 0.741, 0.694], [-0.553, -0.449, -0.654], [0.115, -0.579, 0.325], [-0.783, 0.133, 0.331], [0.755, 0.853, -1.232], [-0.255, -0.653, -0.365], [-0.806, -0.929, -0.151], [-1.220, 1.330, 0.377], [0.626, -0.184, -0.115]],
  "nbo_charge": [0.29, -0.22, -0.23, 0.42, 0.21, 0.19, 0.18, 0.21, 0.41, -0.60, -0.60, -0.26]
}